Formula: C16H24Cl5N4OReS
Source: the OMol25 dataset
Level of theory: wB97M-V/def2-TZVPD

- E: -3694.71800 Eh
- Kohn-Sham gap (alpha / beta): 6.5 / 6.2 eV
- LUMO energy (alpha / beta): -11.127 / -11.707 eV
- M: 683.93 g/mol
- HOMO (alpha / beta): -17.653 / -17.894 eV
- Spin multiplicity: 4
- Total charge: +3

The geometry in XYZ format:
```
52
Properties=species:S:1:pos:R:3:lowdin_spin:R:1
Re -0.557 -1.211 0.019 2.298
Cl -0.849 -2.943 -1.674 0.050
C 0.935 -2.768 -1.577 0.077
C 1.222 -1.754 -0.674 0.017
C 2.562 -1.474 -0.396 0.053
Cl 2.947 -0.244 0.734 0.027
C 3.550 -2.211 -1.048 -0.012
Cl 5.185 -1.885 -0.741 -0.011
C 3.198 -3.239 -1.961 0.103
Cl 4.397 -4.127 -2.732 0.062
C 1.840 -3.546 -2.240 0.002
Cl 1.353 -4.775 -3.297 -0.011
C -0.930 -0.878 5.380 0.001
N -0.398 -0.852 3.998 0.002
C 0.619 -1.875 3.722 0.000
C -0.925 -0.120 3.045 0.016
O -0.771 -0.577 1.777 0.121
N -1.610 0.991 3.182 0.011
C -1.525 1.830 4.399 0.002
C -2.437 1.513 2.083 0.002
H -1.033 -1.924 5.659 0.000
H -1.911 -0.416 5.418 0.000
H -0.245 -0.384 6.066 0.000
H 1.197 -2.013 4.633 0.000
H 1.298 -1.545 2.941 0.000
H 0.148 -2.823 3.461 0.000
H -0.596 1.628 4.924 0.000
H -2.379 1.666 5.052 0.001
H -1.516 2.866 4.069 0.000
H -3.124 0.750 1.719 0.000
H -1.815 1.899 1.276 0.001
H -3.033 2.330 2.480 0.000
C -2.373 0.505 -4.913 0.001
C -1.353 -0.457 -4.338 0.006
N -0.145 0.253 -3.846 0.002
C 0.083 0.751 -2.655 0.027
S -1.149 0.530 -1.373 0.142
N 1.138 1.500 -2.401 0.000
C 1.375 2.388 -1.238 0.003
C 0.758 3.757 -1.439 0.000
H -3.212 -0.061 -5.314 0.000
H -1.950 1.091 -5.729 0.000
H -2.755 1.189 -4.156 0.000
H -0.992 -1.157 -5.090 0.000
H -1.759 -1.038 -3.512 0.003
H 0.509 0.522 -4.574 0.001
H 1.758 1.671 -3.186 0.001
H 2.457 2.445 -1.135 0.000
H 0.991 1.887 -0.352 0.002
H 1.164 4.251 -2.321 0.000
H 0.985 4.385 -0.578 0.000
H -0.326 3.700 -1.546 0.000
```